No. 1
The following is a DFT calculation (ωB97M-V/def2-TZVPD) of C34H43BiF2N8STe as an isolated structure at a distorted geometry.

Energy above the lowest of the compared OMol25 structures with the same formula, charge and spin: 15.7 kcal/mol
LUMO energy: 0.25 eV
Largest force on an atom: 0.03801 hartree/bohr
HOMO: -5.5 eV
E: -77281.327 eV
Net charge: 0

```
90
Properties=species:S:1:pos:R:3:forces:R:3:lowdin_charge:R:1
Bi -1.005 0.202 -0.611 0.86 0.22 -0.62 1.10
C -0.158 -3.168 -2.994 0.01 -0.08 0.08 -0.05
C 0.512 -2.814 -1.695 0.04 0.02 0.05 -0.22
C -0.072 -3.155 -0.476 0.11 -0.05 0.03 -0.23
C -1.305 -4.016 -0.436 0.03 0.03 0.00 -0.03
C 0.504 -2.711 0.717 0.05 -0.03 -0.11 -0.22
C -0.230 -2.909 2.017 0.05 -0.02 -0.06 -0.05
C 1.731 -2.048 0.690 -0.01 -0.04 -0.02 -0.21
C 2.449 -1.716 1.971 -0.05 -0.05 0.00 -0.06
C 2.321 -1.715 -0.531 -0.07 -0.03 0.03 -0.21
C 3.592 -0.907 -0.542 -0.09 -0.07 -0.03 -0.06
C 1.713 -2.102 -1.724 0.03 -0.04 0.06 -0.21
C 2.342 -1.764 -3.047 -0.04 -0.06 0.09 -0.04
H 0.325 -4.028 -3.461 -0.01 -0.06 -0.13 0.09
H -0.096 -2.329 -3.684 -0.02 0.02 -0.13 0.07
H -1.206 -3.402 -2.850 -0.06 -0.04 -0.06 0.06
H -2.209 -3.412 -0.526 -0.17 -0.05 -0.01 0.08
H -1.355 -4.573 0.496 -0.08 -0.05 0.05 0.08
H -1.296 -4.741 -1.246 -0.06 -0.04 -0.03 0.08
H 0.006 -3.870 2.480 -0.03 -0.06 0.11 0.09
H -1.303 -2.863 1.852 -0.09 -0.04 0.07 0.07
H 0.019 -2.119 2.719 0.00 0.03 0.11 0.06
H 2.265 -0.680 2.257 0.05 0.04 0.09 0.02
H 3.521 -1.847 1.843 0.08 0.00 0.07 0.08
H 2.128 -2.367 2.780 0.04 -0.02 0.07 0.07
H 4.475 -1.548 -0.483 0.08 0.02 0.01 0.09
H 3.608 -0.225 0.305 0.09 0.09 0.06 0.06
H 3.657 -0.313 -1.448 0.08 0.05 -0.03 0.06
H 1.966 -0.797 -3.386 0.03 0.12 -0.14 0.07
H 2.107 -2.515 -3.795 0.01 -0.02 -0.10 0.07
H 3.423 -1.708 -2.968 0.07 0.04 -0.05 0.07
F -4.333 -2.454 -4.257 0.03 0.08 0.41 0.05
C -4.174 -2.025 -2.979 -0.07 0.00 0.02 -0.26
C -3.022 -1.351 -2.631 -0.06 0.02 -0.17 -0.09
C -2.860 -0.854 -1.347 -0.46 -0.41 0.18 -0.31
C -3.853 -1.108 -0.372 -0.25 -0.30 -1.00 -0.16
C -4.977 -1.849 -0.764 0.28 0.08 0.09 -0.20
F -5.930 -2.214 0.131 0.19 0.18 -0.13 0.06
C -5.166 -2.294 -2.054 0.02 -0.04 -0.29 0.06
C -3.633 -0.621 0.972 0.47 0.61 1.07 -0.25
C -4.623 -0.510 1.957 -0.03 -0.13 -0.11 0.01
C -4.290 -0.100 3.227 0.79 0.22 0.04 -0.04
C -2.958 0.235 3.503 -0.73 -0.20 0.12 -0.05
C -2.057 0.198 2.473 0.26 0.06 -0.28 -0.20
N -2.372 -0.190 1.235 -1.31 -1.20 0.81 -0.16
H -2.247 -1.246 -3.375 0.05 0.00 -0.14 0.08
H -6.052 -2.840 -2.331 -0.10 -0.08 0.03 0.13
H -5.652 -0.737 1.737 0.02 -0.11 -0.13 0.11
H -5.043 -0.035 3.996 -0.10 0.03 0.07 0.11
H -2.647 0.535 4.490 0.04 0.08 0.07 0.10
H -1.034 0.519 2.599 0.11 0.08 0.07 0.04
C 0.086 1.714 -6.474 0.13 -0.10 -0.01 -0.06
N -0.785 1.811 -5.316 -0.12 0.30 0.04 -0.17
C -2.157 1.403 -5.561 0.01 0.05 0.10 -0.06
C -0.281 1.578 -4.041 -0.34 -0.24 -0.08 -0.42
N -0.910 0.990 -3.106 -0.05 -0.51 0.17 0.04
N 0.984 2.106 -3.847 0.27 0.39 -0.47 0.14
C 1.667 2.146 -2.636 0.35 0.08 0.18 -0.52
N 2.550 3.214 -2.571 0.00 0.11 0.00 0.14
N 1.468 1.271 -1.754 -0.12 -0.40 0.21 0.08
H -0.458 2.058 -7.352 0.00 0.05 0.04 0.09
H 0.411 0.683 -6.661 0.04 -0.01 0.00 0.10
H 0.972 2.338 -6.373 -0.01 -0.04 -0.06 0.07
H -2.482 1.834 -6.506 0.01 0.00 0.03 0.09
H -2.802 1.797 -4.774 -0.01 -0.06 -0.06 0.10
H -2.274 0.313 -5.621 -0.01 0.00 0.04 0.09
H -1.839 0.686 -3.356 -0.07 0.14 -0.34 0.00
H 1.213 2.859 -4.477 -0.15 -0.11 0.09 0.12
H 2.875 3.630 -3.430 0.00 -0.05 0.12 0.09
H 3.232 3.187 -1.831 -0.07 -0.09 -0.10 0.09
H 1.974 1.379 -0.885 0.24 0.33 -0.05 -0.02
Te -2.215 2.563 -0.281 -0.36 1.26 -0.11 -0.06
N 2.442 3.697 2.748 0.03 -0.16 0.33 0.10
C 1.853 2.489 2.923 0.08 -0.03 -0.30 -0.85
S 1.206 1.669 1.638 -0.03 -0.03 -0.28 0.65
N 1.792 1.942 4.162 -0.13 -0.16 -0.15 0.05
C 2.190 2.456 5.396 0.26 0.29 0.65 -0.24
C 2.626 1.552 6.367 0.01 0.04 -0.16 -0.03
C 3.011 1.995 7.616 -0.04 0.08 0.10 -0.08
C 2.963 3.346 7.923 -0.02 0.06 0.01 -0.09
C 2.511 4.244 6.969 0.12 0.00 0.15 -0.08
C 2.125 3.811 5.713 -0.07 -0.10 -0.16 -0.04
H 2.503 4.012 1.794 0.00 -0.06 0.05 0.09
H 3.119 4.035 3.412 -0.04 0.06 0.02 0.10
H 1.441 0.994 4.173 0.07 0.18 -0.18 0.12
H 2.672 0.500 6.129 0.00 -0.13 -0.06 0.11
H 3.352 1.285 8.356 0.01 -0.05 0.01 0.11
H 3.266 3.696 8.898 0.02 0.02 0.07 0.10
H 2.448 5.296 7.204 0.00 0.07 0.02 0.11
H 1.745 4.521 4.995 -0.09 0.04 -0.03 0.11
```
Positions in Å, forces in eV/Å.


No. 2
The following is a DFT calculation (ωB97M-V/def2-TZVPD) of C37H27F5N9SSeSr as an isolated structure.

Energy above the lowest of the compared OMol25 structures with the same formula, charge and spin: 8.4 kcal/mol
LUMO energy: 1.51 eV
Largest force on an atom: 0.01281 hartree/bohr
HOMO: -4.0 eV
E: -142824.303 eV
Net charge: -1

```
81
Properties=species:S:1:pos:R:3:forces:R:3:lowdin_charge:R:1
Sr -0.129 1.097 0.067 0.62 0.05 -0.21 1.17
S 4.047 3.799 1.474 0.09 0.00 -0.07 0.93
C 4.661 2.550 0.475 -0.08 0.00 0.02 -0.46
C 3.666 1.750 -0.002 0.05 -0.06 -0.06 -0.26
C 2.332 2.097 0.400 0.07 -0.04 0.12 -0.24
C 2.411 3.204 1.210 -0.14 -0.09 -0.02 -0.56
C 1.296 3.868 1.864 0.00 0.08 0.09 -0.30
C 1.478 5.018 2.659 -0.04 0.00 0.02 -0.05
C 0.405 5.603 3.290 0.04 -0.03 -0.03 -0.09
C -0.861 5.050 3.125 -0.03 -0.03 -0.01 -0.09
C -0.963 3.933 2.318 -0.02 0.13 -0.04 -0.16
N 0.062 3.347 1.703 -0.01 0.03 0.00 0.06
H 5.723 2.457 0.305 0.01 0.03 0.02 0.05
H 3.891 0.890 -0.623 0.00 0.00 0.01 0.08
H 2.468 5.438 2.768 0.01 -0.01 0.00 0.07
H 0.550 6.486 3.902 -0.01 0.00 0.00 0.10
H -1.742 5.473 3.589 0.01 0.01 0.00 0.09
H -1.936 3.491 2.134 0.00 -0.01 0.00 0.09
C 0.153 -3.969 -3.329 0.00 -0.07 0.01 -0.09
C -0.313 -3.087 -4.296 -0.01 0.05 -0.04 -0.10
C -0.310 -1.725 -4.058 -0.04 -0.05 0.13 -0.04
C 0.166 -1.233 -2.840 0.07 -0.10 -0.18 -0.25
C 0.657 -2.109 -1.882 0.02 -0.04 -0.01 -0.03
C 0.637 -3.477 -2.128 0.01 -0.03 0.08 -0.08
N 0.124 0.163 -2.513 -0.17 -0.25 0.04 -0.01
N -0.073 0.886 -3.500 0.10 0.23 -0.09 0.06
C -0.232 2.284 -3.269 0.00 -0.14 -0.01 -0.33
C -0.112 3.025 -4.449 -0.03 0.13 0.06 -0.07
C -0.251 4.401 -4.396 0.01 -0.08 -0.05 -0.13
C -0.528 4.989 -3.166 -0.03 0.01 0.04 -0.12
C -0.658 4.208 -2.022 0.01 0.08 0.14 -0.17
C -0.516 2.811 -1.998 -0.18 -0.05 -0.12 -0.16
H 0.151 -5.036 -3.519 0.00 0.00 0.02 0.10
H -0.685 -3.467 -5.240 0.00 0.01 0.00 0.09
H -0.684 -1.024 -4.790 -0.01 0.00 -0.02 0.10
H 1.081 -1.743 -0.951 -0.05 0.08 0.01 0.07
H 1.017 -4.155 -1.372 -0.05 0.01 -0.03 0.09
H 0.098 2.509 -5.379 0.00 0.01 -0.01 0.09
H -0.150 5.004 -5.290 0.00 0.00 0.00 0.08
H -0.650 6.066 -3.099 0.01 0.00 -0.02 0.09
H -0.866 4.733 -1.090 -0.01 -0.01 0.00 0.07
N -4.182 1.001 2.380 0.05 0.06 -0.05 0.11
C -4.869 1.486 1.289 0.01 -0.01 -0.01 -0.08
C -3.916 1.762 0.356 -0.10 0.06 -0.04 -0.12
N -2.677 1.456 0.845 0.08 0.10 0.19 0.04
C -2.858 1.005 2.061 -0.34 -0.07 0.00 -0.31
C -1.806 0.549 2.949 -0.04 -0.16 0.32 -0.30
N -0.566 0.336 2.595 -0.11 0.08 -0.03 0.05
C 0.087 -0.116 3.704 0.09 -0.06 0.13 -0.12
C -0.778 -0.180 4.756 0.02 0.01 -0.02 -0.07
N -1.993 0.245 4.266 0.06 -0.01 -0.07 0.11
H -4.598 0.664 3.229 -0.02 -0.03 0.00 0.15
H -5.939 1.583 1.282 0.00 0.00 0.00 0.11
H -4.035 2.171 -0.634 0.00 0.00 0.00 0.11
H 1.128 -0.394 3.663 0.00 -0.01 -0.01 0.07
H -0.647 -0.479 5.780 0.00 -0.01 0.00 0.11
H -2.831 0.356 4.805 0.00 0.03 0.03 0.14
F 3.377 -6.928 -1.621 0.01 -0.09 -0.06 0.10
C 3.250 -5.796 -0.912 0.04 0.05 0.02 -0.17
C 2.683 -5.819 0.348 0.01 0.06 -0.03 -0.17
F 2.264 -6.987 0.864 -0.03 -0.10 0.03 0.09
C 2.557 -4.648 1.071 0.01 0.03 -0.08 -0.28
F 2.018 -4.759 2.295 -0.08 -0.01 0.09 0.05
C 2.962 -3.405 0.586 0.05 0.12 0.06 -0.60
Se 2.760 -1.792 1.556 -0.10 0.02 -0.09 0.57
C 3.544 -3.430 -0.685 0.00 -0.09 0.06 -0.30
F 3.974 -2.300 -1.253 0.02 0.06 -0.04 0.07
C 3.691 -4.590 -1.424 0.04 -0.01 0.03 -0.17
F 4.238 -4.558 -2.647 0.00 0.00 -0.02 0.10
C -0.843 -3.145 1.725 0.03 -0.01 0.08 -0.01
C -1.602 -2.615 0.566 0.01 -0.03 0.00 -0.39
N -1.761 -1.349 0.257 -0.04 0.18 -0.16 0.06
C -2.548 -1.326 -0.873 -0.02 -0.13 -0.16 -0.16
C -2.853 -2.593 -1.260 -0.03 0.08 -0.01 -0.10
N -2.254 -3.404 -0.325 0.04 0.00 0.11 0.10
H 0.195 -2.798 1.699 0.05 0.00 -0.01 0.01
H -0.855 -4.234 1.742 0.04 -0.02 -0.01 0.08
H -1.275 -2.780 2.660 -0.01 -0.01 0.00 0.08
H -2.822 -0.403 -1.358 0.01 0.01 0.00 0.10
H -3.404 -2.982 -2.098 0.01 0.00 0.00 0.11
H -2.232 -4.408 -0.324 0.00 -0.01 -0.04 0.15
```
Positions in Å, forces in eV/Å.


Question: The highest LUMO energy belongs to which entry?
Answer: C37H27F5N9SSeSr